[1]
{
  "formula": "C21H13Cl3FN7O9ReS",
  "method": "ωB97M-V/def2-TZVPD",
  "elements": ["Re", "S", "C", "N", "N", "C", "C", "C", "C", "C", "C", "N", "N", "C", "C", "C", "C", "C", "C", "H", "H", "H", "H", "H", "H", "H", "H", "H", "H", "H", "O", "N", "O", "C", "C", "C", "C", "O", "C", "C", "N", "O", "O", "N", "O", "O", "H", "H", "F", "Cl", "C", "Cl", "Cl", "C", "O", "O"],
  "xyz": [[-0.297, -1.498, -1.150], [-1.358, -1.499, 0.882], [-2.135, 0.071, 0.695], [-2.858, 0.671, 1.605], [-3.040, 0.081, 2.742], [-3.808, 0.667, 3.765], [-3.895, -0.009, 4.977], [-4.644, 0.536, 6.006], [-5.298, 1.747, 5.828], [-5.202, 2.410, 4.612], [-4.460, 1.879, 3.570], [-2.014, 0.782, -0.457], [-1.325, 0.246, -1.383], [-1.186, 1.077, -2.546], [-1.436, 0.532, -3.796], [-1.287, 1.336, -4.914], [-0.872, 2.653, -4.777], [-0.609, 3.177, -3.519], [-0.768, 2.390, -2.390], [-2.631, -0.833, 2.912], [-3.379, -0.952, 5.114], [-4.714, 0.012, 6.950], [-5.882, 2.172, 6.633], [-5.712, 3.353, 4.469], [-4.380, 2.388, 2.621], [-1.735, -0.503, -3.889], [-1.482, 0.926, -5.896], [-0.743, 3.271, -5.656], [-0.272, 4.200, -3.414], [-0.555, 2.773, -1.402], [6.327, -3.096, 2.055], [6.075, -1.916, 1.931], [6.790, -1.001, 2.283], [4.790, -1.564, 1.313], [4.454, -0.229, 1.169], [3.243, 0.094, 0.603], [2.337, -0.888, 0.120], [1.238, -0.520, -0.446], [2.745, -2.237, 0.307], [3.955, -2.572, 0.892], [1.969, -3.375, -0.171], [0.908, -3.223, -0.801], [2.376, -4.482, 0.052], [2.933, 1.539, 0.518], [1.782, 1.883, 0.367], [3.867, 2.299, 0.681], [5.121, 0.551, 1.502], [4.245, -3.604, 1.000], [-1.521, -2.551, -2.075], [3.643, -2.051, -5.283], [2.167, -1.240, -4.771], [0.828, -1.762, -5.798], [2.364, 0.523, -4.897], [1.884, -1.514, -3.262], [2.792, -1.849, -2.530], [0.664, -1.272, -2.951]],
  "atomic_forces_ev_per_a": [[-0.205, -0.144, 0.256], [0.156, -0.099, -0.113], [-0.003, 0.060, -0.071], [-0.015, -0.028, 0.059], [0.025, -0.013, -0.097], [-0.059, 0.065, 0.061], [-0.009, 0.042, -0.065], [-0.012, 0.018, -0.002], [-0.005, -0.003, 0.014], [-0.002, 0.004, -0.004], [0.025, -0.054, 0.052], [-0.001, 0.036, -0.022], [-0.128, 0.083, 0.154], [0.061, 0.044, -0.083], [0.016, 0.040, 0.027], [-0.004, -0.013, 0.011], [-0.005, 0.007, -0.012], [0.003, 0.012, -0.004], [-0.028, -0.033, -0.043], [0.032, -0.013, -0.007], [0.005, -0.011, -0.008], [0.001, 0.001, 0.007], [-0.003, 0.000, 0.004], [-0.001, 0.001, 0.003], [0.006, -0.002, -0.012], [-0.002, -0.017, 0.009], [0.001, -0.003, -0.005], [-0.001, 0.005, -0.003], [0.002, 0.003, -0.001], [0.001, -0.005, 0.019], [0.019, 0.048, -0.013], [-0.009, -0.017, 0.061], [-0.003, -0.039, -0.022], [-0.061, -0.044, -0.035], [-0.098, -0.058, -0.005], [0.000, -0.101, -0.062], [0.160, -0.041, 0.087], [0.065, 0.090, -0.070], [0.002, 0.064, -0.043], [0.029, 0.169, 0.022], [0.025, -0.022, 0.069], [-0.095, 0.079, 0.048], [0.050, 0.008, -0.057], [-0.040, 0.027, 0.320], [0.022, -0.073, -0.071], [-0.015, -0.023, -0.181], [0.014, 0.000, -0.004], [0.010, -0.013, 0.000], [0.022, -0.026, -0.058], [-0.014, 0.042, 0.001], [0.096, 0.018, 0.039], [-0.055, -0.033, 0.026], [0.012, 0.047, -0.017], [0.186, -0.199, 0.035], [-0.136, 0.043, -0.087], [-0.036, 0.071, -0.107]],
  "lowdin_spin": [0.761, -0.024, -0.021, 0.065, 0.085, -0.001, 0.013, -0.002, 0.015, -0.002, 0.013, 0.062, -0.098, -0.005, -0.009, 0.001, -0.008, 0.001, -0.009, 0.001, 0.000, 0.000, 0.001, 0.000, 0.001, 0.000, 0.000, 0.000, 0.000, 0.000, 0.000, 0.000, 0.000, -0.001, 0.000, -0.001, 0.008, 0.051, 0.001, 0.001, -0.001, 0.022, -0.010, 0.000, 0.001, 0.000, 0.000, 0.000, 0.092, 0.000, 0.000, 0.000, 0.000, 0.000, 0.000, -0.002],
  "homo_lumo_gap_ev": [6.230, 6.524],
  "e_above_lowest_ev": 0.000,
  "spin_multiplicity": 2,
  "s_squared": 0.8124,
  "e_homo_ev": [-8.518, -8.680]
}

[2]
{
  "formula": "C21H14AgF3GeN4OS",
  "method": "ωB97M-V/def2-TZVPD",
  "elements": ["Ag", "F", "C", "F", "F", "C", "C", "C", "C", "N", "C", "S", "H", "H", "H", "O", "N", "C", "C", "N", "C", "N", "Ge", "C", "C", "C", "C", "C", "C", "C", "C", "C", "C", "C", "C", "H", "H", "H", "H", "H", "H", "H", "H", "H", "H", "H"],
  "xyz": [[1.669, -1.628, -1.407], [3.052, 4.606, -0.874], [2.865, 3.288, -0.659], [2.941, 3.171, 0.668], [3.937, 2.657, -1.134], [1.628, 2.697, -1.226], [0.595, 3.455, -1.797], [-0.512, 2.828, -2.326], [-0.501, 1.443, -2.252], [0.445, 0.685, -1.726], [1.450, 1.319, -1.117], [2.565, 0.217, -0.212], [0.663, 4.532, -1.838], [-1.370, 3.382, -2.739], [-1.328, 0.856, -2.683], [0.664, -3.243, -2.431], [0.712, -4.294, -1.719], [-0.273, -5.083, -1.968], [-0.599, -6.252, -1.181], [-0.899, -7.233, -0.656], [-1.324, -4.715, -2.832], [-2.212, -4.498, -3.544], [1.008, -0.089, 1.431], [0.175, 1.684, 1.773], [0.769, 2.578, 2.670], [0.197, 3.791, 2.889], [-0.935, 4.164, 2.137], [-1.505, 3.277, 1.186], [-0.951, 2.032, 1.088], [-0.155, -1.592, 1.060], [0.093, -2.746, 1.786], [-0.697, -3.857, 1.647], [-1.727, -3.841, 0.696], [-1.963, -2.686, -0.078], [-1.065, -1.606, 0.032], [2.030, -0.416, 2.685], [1.573, 2.204, 3.263], [0.492, 4.448, 3.668], [-1.447, 5.121, 2.393], [-2.480, 3.554, 0.752], [-1.397, 1.334, 0.427], [0.837, -2.827, 2.599], [-0.529, -4.699, 2.315], [-2.436, -4.636, 0.582], [-2.842, -2.557, -0.686], [-1.211, -0.825, -0.659]],
  "atomic_forces_ev_per_a": [[-0.205, -0.925, -0.506], [-0.572, -0.173, -0.668], [0.951, 0.914, 0.667], [-0.354, -0.321, 0.742], [0.503, -0.133, -0.591], [-1.031, 0.024, 0.041], [0.641, 0.167, 0.035], [-0.148, -0.133, 0.309], [-1.424, -0.740, -1.162], [0.197, 0.828, 0.723], [0.438, -0.203, -0.671], [0.005, 0.756, -0.186], [0.216, 0.091, 0.075], [0.635, -0.413, 0.193], [0.300, 0.411, 0.098], [0.729, 1.802, -0.586], [0.498, -0.726, 0.880], [-1.147, -1.480, 1.040], [0.819, -0.249, -0.218], [0.027, 0.423, 0.047], [-1.515, 0.453, -1.740], [0.766, -0.070, 0.725], [0.673, 0.370, 2.067], [1.420, -0.972, 0.163], [-0.293, -1.348, -0.242], [-1.652, 0.766, -0.898], [-0.541, 0.002, -0.077], [-0.469, 2.011, 1.844], [-0.353, -0.058, -0.864], [1.636, 0.505, -0.312], [0.291, -0.298, 1.564], [-0.737, -0.596, -0.712], [-0.488, 1.259, -0.053], [1.324, -0.199, 0.969], [-1.817, -1.415, 0.373], [-1.035, 0.184, -1.152], [0.684, 0.123, 0.321], [0.587, 0.438, 0.518], [0.523, -0.818, -0.447], [0.732, -0.274, -0.115], [-0.456, -0.682, -0.513], [-0.244, 0.566, -0.608], [-0.109, -0.010, -0.411], [-0.045, -0.554, 0.161], [0.043, -0.422, -0.441], [-0.004, 1.123, -0.382]],
  "mulliken_charge": [0.382, -0.321, 0.752, -0.151, -0.253, -0.228, -0.370, -0.747, -0.325, -0.082, 0.634, -0.358, 0.529, 0.423, 0.383, -0.703, -0.021, 0.522, -0.013, -0.484, 0.490, -0.532, 0.975, 0.156, -0.409, -0.776, -0.443, -0.933, 0.219, -0.175, -0.607, -0.653, -0.650, -1.241, 1.048, -0.058, 0.420, 0.481, 0.349, 0.421, 0.424, 0.235, 0.421, 0.581, 0.452, 0.242],
  "homo_lumo_gap_ev": 7.909,
  "e_above_lowest_ev": 0.638,
  "e_homo_ev": -8.530
}

[3]
{
  "formula": "C21H14BCl3F4IrN5O5S",
  "method": "ωB97M-V/def2-TZVPD",
  "elements": ["Ir", "C", "C", "O", "N", "C", "C", "C", "C", "C", "C", "N", "H", "H", "H", "H", "H", "H", "H", "H", "H", "H", "O", "C", "O", "C", "C", "C", "C", "C", "C", "S", "H", "H", "H", "H", "N", "C", "C", "C", "N", "C", "N", "Cl", "C", "Cl", "Cl", "C", "O", "O", "F", "B", "F", "F", "F"],
  "xyz": [[0.271, -0.001, 0.039], [-0.773, 2.764, 3.162], [-0.409, 2.544, 1.728], [0.470, 1.706, 1.450], [-1.069, 3.239, 0.804], [-0.768, 3.055, -0.596], [-1.679, 2.060, -1.262], [-2.723, 2.498, -2.056], [-3.531, 1.582, -2.704], [-3.284, 0.238, -2.522], [-2.249, -0.139, -1.692], [-1.455, 0.749, -1.080], [0.093, 2.544, 3.783], [-1.569, 2.054, 3.403], [-1.131, 3.774, 3.349], [-1.977, 3.585, 1.078], [0.259, 2.716, -0.670], [-0.819, 4.006, -1.121], [-2.868, 3.562, -2.183], [-4.337, 1.917, -3.343], [-3.891, -0.524, -2.987], [-2.057, -1.179, -1.493], [3.462, -1.026, 1.783], [2.828, -1.171, 0.773], [2.203, -0.114, 0.209], [2.790, -2.436, -0.019], [3.939, -3.225, 0.007], [4.012, -4.408, -0.698], [2.903, -4.830, -1.423], [1.753, -4.070, -1.451], [1.675, -2.852, -0.761], [0.107, -2.072, -0.912], [4.774, -2.873, 0.600], [4.916, -5.002, -0.680], [2.937, -5.761, -1.976], [0.893, -4.411, -2.014], [0.255, -0.823, 1.820], [0.499, -0.807, 2.956], [0.724, -0.832, 4.305], [-0.134, -1.585, 5.147], [-0.816, -2.196, 5.848], [1.776, -0.066, 4.869], [2.601, 0.561, 5.372], [0.009, -0.320, -4.752], [1.427, 0.595, -4.173], [1.881, 1.791, -5.389], [2.778, -0.514, -3.913], [0.979, 1.285, -2.832], [0.672, 2.458, -2.849], [0.980, 0.429, -1.896], [-4.275, -0.102, 0.315], [-3.500, 0.298, 1.402], [-3.400, 1.714, 1.422], [-3.998, -0.171, 2.600], [-2.156, -0.214, 1.223]],
  "atomic_forces_ev_per_a": [[1.474, 0.039, -0.841], [-0.003, -0.011, -0.009], [-0.192, -0.279, 0.420], [0.110, 0.354, -0.513], [-0.019, 0.045, 0.079], [0.004, -0.094, 0.005], [0.093, 0.036, 0.007], [0.049, 0.012, -0.070], [-0.013, 0.035, -0.024], [0.059, -0.051, 0.007], [-0.079, 0.112, 0.062], [-0.217, -0.489, 0.301], [-0.008, -0.001, 0.011], [0.008, -0.006, -0.001], [-0.019, -0.005, -0.009], [0.011, 0.062, -0.022], [-0.024, 0.105, -0.003], [-0.085, -0.004, 0.019], [-0.006, 0.003, 0.006], [-0.015, 0.004, 0.017], [-0.007, -0.006, 0.012], [-0.048, -0.039, 0.020], [0.137, -0.198, -0.069], [-0.105, 0.259, -0.378], [-0.138, -0.161, 0.693], [-0.276, -0.037, 0.072], [-0.010, -0.006, 0.054], [0.028, 0.001, 0.013], [-0.003, -0.056, -0.030], [0.066, 0.066, 0.019], [0.088, 0.002, -0.011], [-0.038, -0.141, 0.041], [-0.004, -0.011, 0.013], [0.004, 0.006, 0.003], [-0.002, 0.000, 0.006], [-0.009, 0.021, -0.013], [-0.008, 0.333, -0.344], [-0.326, -0.185, 0.185], [-0.057, -0.024, -0.049], [0.038, -0.084, 0.015], [-0.003, 0.000, 0.013], [0.008, 0.078, 0.036], [0.001, 0.019, -0.024], [-0.010, 0.006, 0.009], [0.041, 0.001, -0.048], [-0.015, 0.004, 0.015], [-0.025, 0.001, 0.011], [0.107, 0.100, -0.020], [-0.022, -0.055, -0.115], [-0.195, 0.053, 0.165], [-0.069, 0.000, -0.060], [0.332, -0.094, 0.069], [-0.003, 0.112, -0.022], [-0.060, 0.041, 0.046], [-0.547, 0.125, 0.229]],
  "lowdin_spin": [0.698, 0.000, 0.001, 0.006, 0.001, 0.001, 0.005, 0.001, 0.003, 0.001, 0.007, 0.038, 0.000, 0.000, 0.000, 0.000, 0.000, 0.000, 0.000, 0.000, 0.000, 0.000, 0.014, 0.005, 0.076, 0.001, 0.000, 0.001, 0.000, 0.000, -0.001, -0.008, 0.000, 0.000, 0.000, 0.000, 0.024, 0.025, 0.030, 0.004, 0.014, 0.004, 0.014, 0.000, 0.000, 0.000, 0.001, 0.001, 0.002, 0.000, 0.000, 0.001, 0.000, 0.001, 0.029],
  "homo_lumo_gap_ev": [7.509, 5.414],
  "e_above_lowest_ev": 1.974,
  "spin_multiplicity": 2,
  "charge": -1,
  "s_squared": 0.7565,
  "e_homo_ev": [-5.942, -5.849]
}